Molecular formula: C8H7I2O3
Method: DFT, wB97M-V/def2-TZVPD

```
20
Properties=species:S:1:pos:R:3:forces:R:3:nbo_charge:R:1
C 0.8573 -2.0356 -0.7964 5.0903 -1.3983 -2.0896 -0.41
C 1.8197 0.1678 -0.4668 -0.2863 6.1259 3.0215 -0.36
C 1.8029 -0.9820 -1.0779 -1.2284 -7.8690 -3.5198 -0.06
C -0.2057 -1.6903 -0.1126 -4.3061 1.3044 3.5686 -0.07
C 1.7311 -0.5510 1.9526 -2.1173 1.4220 1.9347 0.81
C 0.9795 0.2609 0.7163 0.2244 3.3014 1.3817 -0.37
C -0.4295 -0.2642 0.5868 -0.3045 -2.2426 -1.1197 0.20
C -1.2687 0.5938 -0.3908 -0.4242 0.2662 0.4194 -0.62
O 2.2812 -1.5385 1.5775 1.4342 -1.7678 0.4407 -0.63
O 1.4343 -0.0099 3.0668 0.7181 -0.7367 -1.3805 -0.74
O -1.0957 -0.3982 1.8176 -0.0236 0.2965 -0.1392 -0.75
I 2.8244 -1.3086 -2.8948 0.1868 0.1614 0.1894 0.07
I -1.5390 -3.2197 0.5281 0.2782 0.2731 -0.1268 0.08
H 1.1738 -3.1504 -0.9204 -0.9058 2.2768 -0.4961 0.25
H 2.6740 0.8162 -0.5829 0.0064 0.2549 0.1489 0.21
H 0.8991 1.2726 1.2909 0.3483 -1.1357 -1.6640 0.24
H -0.6634 0.4839 -1.3216 -1.1604 0.4608 0.1976 0.22
H -1.2438 1.6800 -0.0244 -0.1754 -1.4387 -0.5985 0.20
H -2.3814 0.2042 -0.4384 2.3676 0.7097 -0.1093 0.22
H -0.5229 -0.0484 2.5230 0.2778 -0.2644 -0.0590 0.51
```
Forces are in eV/Å.

Calculated values
LUMO energy (alpha / beta): 0.0937 / 0.0310 hartree
HOMO level (alpha / beta): -0.0628 / -0.1930 hartree
<S²>: 2.015
HOMO-LUMO gap (alpha / beta): 0.156 / 0.224 Ha
2S+1: 3
E: -30750.3962 eV
Net charge: -1
Strongest force on any atom: 8.71 eV Å⁻¹